No. 1
A structure of composition C31H29Ge2N3O2Pt in a non-equilibrium geometry, computed with ωB97M-V/def2-TZVPD.

Element x y z (Å)
Pt1 0.01452 -1.66195 -0.74063
O1 0.64313 -1.19671 5.92799
C1 -0.42895 -1.37367 5.33671
O2 -1.61268 -1.17167 5.64921
C2 -0.27989 -1.81571 3.84538
C3 0.97530 -1.70623 3.24274
C4 1.06652 -1.89091 1.87787
N1 -0.03861 -2.21847 1.19606
C5 -1.26193 -2.29023 1.73303
C6 -1.40851 -2.13431 3.09533
C7 -2.34645 -2.37638 0.71569
C8 -3.67219 -2.59328 1.03937
C9 -4.61697 -2.66531 0.02535
C10 -4.21354 -2.52966 -1.29445
C11 -2.87901 -2.28395 -1.55608
N2 -1.96862 -2.19620 -0.58289
C12 2.26010 -1.67008 1.01041
C13 3.54158 -1.53872 1.50145
C14 4.59728 -1.36643 0.61425
C15 4.34638 -1.35746 -0.74785
C16 3.04034 -1.47598 -1.18488
N3 2.02035 -1.60892 -0.33411
H1 1.80325 -1.41071 3.87399
H2 -2.36268 -2.13429 3.60705
H3 -3.95661 -2.72060 2.07352
H4 -5.65722 -2.83483 0.26637
H5 -4.91547 -2.59735 -2.11188
H6 -2.50860 -2.15764 -2.56422
H7 3.70930 -1.58810 2.56751
H8 5.60612 -1.25738 0.98784
H9 5.13865 -1.24363 -1.47232
H10 2.78719 -1.45872 -2.23585
C17 -3.53159 1.36490 -1.13343
Ge1 -1.85884 1.67369 -2.10810
C18 -1.48001 3.58735 -2.25621
C19 -1.92886 0.81686 -3.87049
Ge2 0.07744 0.81113 -0.89140
C20 0.11760 1.22034 1.01845
C21 1.25610 1.60115 1.73262
C22 1.19207 1.84737 3.09584
C23 -0.01013 1.71407 3.77771
C24 -1.15232 1.34198 3.08512
C25 -1.08466 1.09530 1.72196
C26 1.67963 1.28347 -1.91242
C27 2.69039 2.14101 -1.48097
C28 3.78152 2.41978 -2.29255
C29 3.87641 1.85435 -3.55624
C30 2.86387 1.02193 -4.01455
C31 1.78011 0.74560 -3.19894
H11 -4.36325 1.74161 -1.72928
H12 -3.53449 1.89215 -0.18110
H13 -3.70407 0.30474 -0.94842
H14 -2.28808 4.07733 -2.79836
H15 -0.54984 3.75712 -2.79774
H16 -1.40120 4.04413 -1.27020
H17 -2.85581 1.07876 -4.37982
H18 -1.88512 -0.26929 -3.78175
H19 -1.09700 1.14193 -4.49404
H20 2.21541 1.68841 1.23834
H21 2.08557 2.13562 3.63290
H22 -0.05532 1.87695 4.84545
H23 -2.08518 1.22158 3.61868
H24 -1.99069 0.80802 1.19487
H25 2.62984 2.62760 -0.51715
H26 4.55312 3.09088 -1.94013
H27 4.72506 2.07669 -4.18847
H28 2.91549 0.59809 -5.00867
H29 0.99479 0.09289 -3.57345

Forces on atoms 1 to 3 (eV/Å):
Pt 0.4 -1.0 -0.6
O 0.0 -0.1 -0.2
C -0.1 0.4 0.0

Results
HOMO-LUMO gap (alpha / beta)   5.91 / 5.25 eV
Total charge   +1
Energy relative to the best compared isomer or geometry (same formula, charge and spin)   11.1 kJ/mol
Calculated total energy   -5786.39476 hartree
Spin multiplicity   2
Max |F|   1.2 eV Å⁻¹
LUMO energy (alpha / beta)   -4.6 / -5.3 eV
<S²>   0.7591

Atomic partial charges in e from the Löwdin method, atoms 1 to 4: number 1, Pt, carries 1.04; number 2, O, carries 0.00; number 3, C, carries -0.69; number 4, O, carries -0.01



No. 2
A structure of composition C31H29KNP2 in a non-equilibrium geometry, computed with ωB97M-V/def2-TZVPD.

Element x y z (Å)
K1 -0.06715 -0.04217 0.02020
C1 -0.08121 0.01199 6.86874
C2 -0.07402 -0.00379 5.37159
C3 -0.12084 -1.19036 4.64679
C4 -0.11286 -1.14387 3.26508
N1 -0.06337 -0.01147 2.56008
C5 -0.01785 1.12763 3.25926
C6 -0.02056 1.18095 4.63797
H1 -0.12607 -0.99537 7.27607
H2 -0.93926 0.57688 7.23502
H3 0.81743 0.50252 7.24468
H4 -0.16361 -2.14497 5.15412
H5 -0.14844 -2.06475 2.69058
H6 0.02043 2.04149 2.67388
H7 0.01761 2.13728 5.14338
C7 -0.65446 4.21346 -1.44444
P1 -0.02197 2.47179 -1.54746
C8 -0.83445 1.91884 -3.08946
C9 -0.30398 1.74972 -4.36341
C10 -1.11799 1.32770 -5.40620
C11 -2.46438 1.07945 -5.19510
C12 -3.00469 1.23688 -3.92593
C13 -2.18982 1.63798 -2.88162
C14 1.78683 2.73316 -1.67252
C15 2.64896 2.57751 -2.75168
C16 4.01253 2.78539 -2.59096
C17 4.53382 3.14225 -1.35856
C18 3.68784 3.28129 -0.26721
C19 2.33055 3.06523 -0.42501
P2 -0.73596 5.16657 -3.05857
C20 0.97721 5.77597 -3.33451
C21 1.82767 6.32915 -2.38075
C22 3.07190 6.81496 -2.74809
C23 3.48857 6.75170 -4.07114
C24 2.65509 6.19782 -5.02905
C25 1.40741 5.71509 -4.66006
C26 -1.59706 6.67247 -2.43207
C27 -1.28835 7.35524 -1.25646
C28 -2.01815 8.47041 -0.87669
C29 -3.07226 8.91831 -1.66117
C30 -3.39471 8.24468 -2.82766
C31 -2.66138 7.12955 -3.20824
H8 -0.11590 4.73762 -0.65474
H9 -1.70116 4.14369 -1.13815
H10 0.73663 1.95631 -4.56569
H11 -0.69656 1.20423 -6.39536
H12 -3.09506 0.76480 -6.01593
H13 -4.05503 1.04704 -3.74791
H14 -2.60761 1.75948 -1.88558
H15 2.28060 2.29854 -3.72746
H16 4.67170 2.67352 -3.44198
H17 5.59652 3.31223 -1.24499
H18 4.08211 3.55210 0.70385
H19 1.66678 3.15594 0.43116
H20 1.53256 6.39150 -1.34195
H21 3.71966 7.25008 -1.99706
H22 4.46058 7.13704 -4.35180
H23 2.97194 6.14917 -6.06324
H24 0.74451 5.29462 -5.40834
H25 -0.47655 7.03227 -0.61898
H26 -1.76219 8.99200 0.03699
H27 -3.63830 9.78994 -1.35951
H28 -4.21860 8.58613 -3.44108
H29 -2.91130 6.60108 -4.12078

Forces on atoms 1 to 3 (eV/Å):
K 0.0 -0.5 -0.4
C 0.0 0.0 0.0
C 0.0 0.0 -0.1

Results
HOMO-LUMO gap   8.05 eV
Total charge   +1
Calculated total energy   -2535.92916 hartree
Max |F|   1.1 eV Å⁻¹
LUMO energy   -2.7 eV

Atomic partial charges in e from the Löwdin method, atoms 1 to 4: number 1, K, carries 0.78; number 2, C, carries -0.03; number 3, C, carries -0.25; number 4, C, carries -0.01



No. 3
A structure of composition C31H30AsBF6GeN2O8Ru in a non-equilibrium geometry, computed with ωB97M-V/def2-TZVPD.

Element x y z (Å)
Ru1 0.05662 -0.23168 -0.00962
C1 -0.31298 -0.54557 4.80893
C2 0.77066 0.08362 3.96136
C3 2.14370 -0.40431 4.35374
O1 0.51094 -0.42311 2.55666
B1 0.00936 0.63151 1.91457
O2 -0.07958 1.82215 2.48708
C4 0.64357 1.65403 3.79669
C5 -0.19750 2.32997 4.85370
C6 1.97102 2.36077 3.60980
H1 -0.21984 -1.62927 4.76102
H2 -1.31063 -0.27033 4.46655
H3 -0.20631 -0.23926 5.84925
H4 2.13628 -1.49105 4.41922
H5 2.40620 -0.01084 5.33689
H6 2.90829 -0.10322 3.64155
H7 -1.20084 1.91503 4.90913
H8 -0.27292 3.39281 4.62730
H9 0.27809 2.22682 5.82999
H10 2.54669 1.93420 2.78674
H11 2.57066 2.29930 4.51693
H12 1.78760 3.41483 3.40121
F1 -1.83173 -0.85074 -0.12479
As1 -1.55280 -2.88808 -0.31589
F2 -2.81463 -3.01866 0.78390
F3 -2.57260 -2.74135 -1.65550
F4 -1.12774 -4.49472 -0.45465
F5 -0.23745 -2.27150 -1.33136
F6 -0.43596 -2.49948 0.96614
C7 -4.14742 3.78161 2.17773
C8 -4.29753 2.47867 1.72103
C9 -3.34063 1.92493 0.88376
C10 -2.22506 2.68055 0.50856
C11 -2.07781 3.99019 0.96888
C12 -3.04413 4.53719 1.79950
Ge1 -0.90412 1.95448 -0.66406
C13 -1.91974 1.46879 -2.29919
C14 -2.88861 2.47379 -2.71474
C15 -3.65255 2.32213 -3.84946
C16 -3.52739 1.14730 -4.57061
C17 -2.58297 0.13324 -4.16783
C18 -1.80692 0.29603 -3.04189
C19 0.63782 3.00510 -1.07211
C20 0.99015 3.23211 -2.40516
C21 2.08186 4.03503 -2.70275
C22 2.83332 4.59162 -1.67619
C23 2.49254 4.35816 -0.34881
C24 1.39607 3.56729 -0.04158
H13 -4.89728 4.21426 2.82650
H14 -5.16110 1.89678 2.01421
H15 -3.46844 0.90790 0.53072
H16 -1.21888 4.58476 0.68132
H17 -2.93574 5.55286 2.15605
H18 -3.00869 3.35849 -2.09911
H19 -4.35657 3.08426 -4.15212
H20 -4.14701 0.96880 -5.44044
H21 -2.48550 -0.75652 -4.77696
H22 -1.09393 -0.47376 -2.78256
H23 0.43300 2.77396 -3.21456
H24 2.35066 4.22132 -3.73392
H25 3.69202 5.20693 -1.90986
H26 3.08442 4.79481 0.44498
H27 1.13366 3.38588 0.99304
O3 1.98547 0.20388 0.04679
C25 2.21263 0.05976 -1.23588
O4 1.20181 0.00360 -1.96817
C26 3.59131 -0.00885 -1.73006
C27 3.98741 -1.04158 -2.57036
C28 5.30045 -1.05250 -2.99533
C29 6.21441 -0.07828 -2.64185
C30 5.76578 0.93544 -1.81680
C31 4.47724 0.98648 -1.33252
N1 6.69999 2.01884 -1.42913
O5 7.84262 1.91835 -1.79959
O6 6.25118 2.89337 -0.71507
N2 5.74222 -2.15756 -3.88039
O7 4.95113 -3.05854 -4.05882
O8 6.87918 -2.11299 -4.28300
H28 3.31210 -1.82136 -2.89340
H29 7.23339 -0.10546 -3.00167
H30 4.17960 1.79650 -0.68074

Forces on atoms 1 to 3 (eV/Å):
Ru 0.7 -1.4 0.0
C 0.0 0.0 0.0
C -0.1 0.0 0.0

Results
HOMO-LUMO gap (alpha / beta)   7.50 / 4.49 eV
Total charge   +2
Energy relative to the best compared isomer or geometry (same formula, charge and spin)   17.7 kJ/mol
Calculated total energy   -6941.67018 hartree
Spin multiplicity   5
Max |F|   1.6 eV Å⁻¹
LUMO energy (alpha / beta)   -7.5 / -10.4 eV
<S²>   6.0462

Atomic partial charges in e from the Löwdin method, atoms 1 to 4: number 1, Ru, carries 1.54; number 2, C, carries 0.01; number 3, C, carries -0.38; number 4, C, carries 0.01



No. 4
A structure of composition C31H30BClIrN6 in a non-equilibrium geometry, computed with ωB97M-V/def2-TZVPD.

Element x y z (Å)
Ir1 0.17234 -0.60920 -0.76488
C1 -1.98646 -0.73940 4.39702
C2 -2.12356 -0.81140 2.92412
C3 -3.14416 -1.39480 2.20252
C4 -2.79186 -1.24610 0.85092
N1 -1.60646 -0.61730 0.79452
N2 -1.21656 -0.33930 2.03972
B1 0.01054 0.55690 2.29822
N3 -0.00636 1.70280 1.26692
N4 -0.01216 1.49610 -0.05998
C5 -0.01896 2.68680 -0.67698
C6 -0.01546 3.68830 0.30302
C7 -0.01086 3.02950 1.51622
C8 -0.01306 3.63740 2.86892
C9 -0.01356 2.85770 -2.12048
C10 0.00494 1.76170 -2.98468
C11 0.01514 1.92970 -4.35388
C12 0.00544 3.20680 -4.89678
C13 -0.01206 4.30670 -4.05608
C14 -0.02006 4.13770 -2.68528
N5 1.27724 -0.29880 2.07612
N6 1.71224 -0.54490 0.83962
C15 2.89764 -1.17690 0.91462
C16 3.20174 -1.36480 2.26802
C17 2.15414 -0.80140 2.97332
C18 1.96034 -0.78620 4.44102
C19 3.70184 -1.44180 -0.25988
C20 4.96254 -2.03400 -0.15368
C21 5.77074 -2.15960 -1.26588
C22 5.32924 -1.72700 -2.50708
C23 4.05934 -1.18310 -2.63868
C24 3.26474 -1.03050 -1.52288
C25 -3.60766 -1.52270 -0.31198
C26 -4.87826 -2.09290 -0.17418
C27 -5.72486 -2.18780 -1.25948
C28 -5.31686 -1.74110 -2.50768
C29 -4.03806 -1.22410 -2.67148
C30 -3.19686 -1.11160 -1.58488
H1 -2.91236 -1.07620 4.85412
H2 -1.76926 0.27210 4.72742
H3 -1.17356 -1.38220 4.73112
H4 -4.01936 -1.86010 2.60172
H5 -0.00846 0.98420 3.39242
H6 -0.01436 4.74790 0.15612
H7 -0.01666 4.71920 2.77522
H8 0.87074 3.34170 3.42922
H9 -0.89666 3.33440 3.42612
H10 0.00624 0.73310 -2.55988
H11 0.03064 1.07130 -5.00778
H12 0.01174 3.33850 -5.96688
H13 -0.02046 5.30170 -4.47418
H14 -0.03186 5.00560 -2.04628
H15 4.06464 -1.83940 2.68352
H16 2.87354 -1.12170 4.92392
H17 1.15204 -1.46220 4.71672
H18 1.70144 0.20590 4.79902
H19 5.31294 -2.38960 0.80132
H20 6.75484 -2.59100 -1.16738
H21 5.97344 -1.80590 -3.36868
H22 3.70564 -0.86530 -3.60908
H23 2.27614 -0.56150 -1.62148
H24 -5.20926 -2.45740 0.78432
H25 -6.71386 -2.60050 -1.13268
H26 -5.99306 -1.79200 -3.34658
H27 -3.71396 -0.89250 -3.64738
H28 -2.19776 -0.68790 -1.69758
Cl1 1.19094 -3.36390 -1.72338
C31 -0.34466 -2.78470 -1.07188
H29 -0.51006 -3.26890 -0.10648
H30 -1.12536 -3.06410 -1.77248

Forces on atoms 1 to 3 (eV/Å):
Ir -0.3 -0.2 1.8
C 0.1 0.1 0.0
C -0.1 -0.1 -0.4

Results
HOMO-LUMO gap (alpha / beta)   8.69 / 5.21 eV
Total charge   +1
Calculated total energy   -2116.96371 hartree
Spin multiplicity   5
Max |F|   1.8 eV Å⁻¹
LUMO energy (alpha / beta)   -2.3 / -5.7 eV
<S²>   6.0112

Atomic partial charges in e from the Löwdin method, atoms 1 to 4: number 1, Ir, carries 1.38; number 2, C, carries 0.00; number 3, C, carries -0.25; number 4, C, carries 0.05